# 1
{
  "formula": "C50H125N5O20",
  "method": "wB97M-V/def2-TZVPD",
  "elements": ["C", "O", "C", "C", "C", "N", "H", "H", "H", "H", "H", "H", "H", "H", "H", "H", "H", "C", "O", "C", "C", "C", "N", "H", "H", "H", "H", "H", "H", "H", "H", "H", "H", "H", "C", "O", "C", "C", "C", "N", "H", "H", "H", "H", "H", "H", "H", "H", "H", "H", "H", "C", "O", "C", "C", "C", "N", "H", "H", "H", "H", "H", "H", "H", "H", "H", "H", "H", "C", "O", "C", "C", "C", "N", "H", "H", "H", "H", "H", "H", "H", "H", "H", "H", "H", "C", "O", "C", "C", "O", "C", "C", "O", "C", "H", "H", "H", "H", "H", "H", "H", "H", "H", "H", "H", "H", "H", "H", "C", "O", "C", "C", "O", "C", "C", "O", "C", "H", "H", "H", "H", "H", "H", "H", "H", "H", "H", "H", "H", "H", "H", "C", "O", "C", "C", "O", "C", "C", "O", "C", "H", "H", "H", "H", "H", "H", "H", "H", "H", "H", "H", "H", "H", "H", "C", "O", "C", "C", "O", "C", "C", "O", "C", "H", "H", "H", "H", "H", "H", "H", "H", "H", "H", "H", "H", "H", "H", "C", "O", "C", "C", "O", "C", "C", "O", "C", "H", "H", "H", "H", "H", "H", "H", "H", "H", "H", "H", "H", "H", "H"],
  "xyz": [[-3.601, -7.268, -20.381], [-2.826, -6.323, -19.699], [-3.618, -5.489, -18.886], [-3.441, -5.870, -17.411], [-4.793, -6.001, -16.696], [-2.637, -4.906, -16.626], [-4.467, -7.689, -19.850], [-3.011, -8.143, -20.660], [-3.982, -6.805, -21.296], [-3.334, -4.458, -19.099], [-4.679, -5.589, -19.144], [-3.016, -6.877, -17.388], [-5.516, -6.632, -17.216], [-5.276, -5.021, -16.576], [-4.614, -6.361, -15.683], [-1.752, -4.734, -17.103], [-3.122, -4.012, -16.602], [1.892, -7.083, -14.121], [1.990, -8.418, -13.796], [3.318, -8.751, -13.504], [3.344, -10.203, -13.111], [4.740, -10.662, -12.736], [2.827, -10.996, -14.206], [0.839, -6.866, -14.262], [2.453, -6.812, -15.027], [2.320, -6.450, -13.332], [3.936, -8.595, -14.402], [3.672, -8.101, -12.697], [2.638, -10.282, -12.263], [5.271, -10.653, -13.700], [4.816, -11.706, -12.446], [5.271, -9.963, -12.096], [2.634, -11.980, -14.074], [2.002, -10.600, -14.637], [-5.888, -7.420, -22.973], [-4.828, -8.275, -23.233], [-5.136, -9.607, -22.904], [-4.130, -10.518, -23.593], [-4.436, -11.969, -23.282], [-2.712, -10.187, -23.201], [-5.577, -6.394, -23.126], [-6.254, -7.560, -21.952], [-6.712, -7.660, -23.654], [-5.091, -9.741, -21.815], [-6.123, -9.804, -23.351], [-4.197, -10.387, -24.678], [-4.359, -12.226, -22.222], [-3.881, -12.665, -23.909], [-5.488, -12.184, -23.534], [-2.584, -10.528, -22.236], [-2.749, -9.171, -23.046], [7.134, -9.292, -17.959], [6.049, -8.755, -17.282], [4.790, -9.225, -17.648], [4.641, -10.734, -17.709], [3.220, -11.128, -17.920], [5.124, -11.336, -16.471], [8.075, -9.110, -17.413], [7.257, -8.923, -18.982], [7.278, -10.393, -17.954], [4.007, -8.804, -17.009], [4.494, -8.776, -18.616], [5.186, -11.198, -18.540], [2.792, -10.823, -18.882], [2.502, -10.619, -17.268], [3.133, -12.210, -17.823], [4.359, -11.211, -15.789], [5.929, -10.872, -16.061], [3.518, -13.425, -20.842], [3.088, -14.544, -21.575], [1.812, -14.265, -22.116], [1.488, -15.296, -23.199], [0.073, -15.143, -23.730], [1.770, -16.685, -22.829], [4.106, -13.780, -19.998], [2.716, -12.798, -20.444], [4.114, -12.770, -21.487], [1.087, -14.510, -21.319], [1.768, -13.268, -22.554], [2.071, -14.998, -24.085], [-0.757, -15.255, -23.013], [-0.120, -15.781, -24.587], [-0.110, -14.098, -24.037], [2.690, -16.667, -22.378], [1.113, -16.999, -22.118], [-3.460, -13.970, -12.803], [-3.353, -13.355, -14.087], [-4.583, -13.117, -14.694], [-4.356, -12.529, -16.066], [-3.545, -11.396, -16.084], [-4.039, -10.306, -15.351], [-3.670, -9.020, -16.049], [-4.097, -8.947, -17.359], [-5.470, -8.896, -17.576], [-4.067, -13.360, -12.117], [-2.459, -14.128, -12.419], [-3.957, -14.953, -12.907], [-5.155, -12.401, -14.087], [-5.103, -14.074, -14.848], [-5.329, -12.360, -16.550], [-3.830, -13.263, -16.682], [-3.588, -10.278, -14.350], [-5.129, -10.366, -15.235], [-2.587, -8.932, -16.057], [-4.088, -8.200, -15.451], [-5.816, -7.842, -17.584], [-6.071, -9.321, -16.763], [-5.728, -9.305, -18.549], [-3.123, -11.257, -19.172], [-2.320, -11.026, -20.302], [-1.266, -11.912, -20.460], [0.062, -11.234, -20.782], [0.587, -10.397, -19.782], [-0.129, -9.188, -19.581], [0.772, -8.135, -18.946], [1.258, -8.499, -17.683], [0.359, -8.410, -16.610], [-2.627, -10.945, -18.257], [-3.428, -12.313, -19.082], [-4.065, -10.728, -19.296], [-1.457, -12.558, -21.332], [-1.114, -12.569, -19.596], [-0.010, -10.760, -21.775], [0.745, -12.083, -20.841], [-1.082, -9.368, -19.087], [-0.345, -8.744, -20.570], [0.180, -7.213, -18.925], [1.587, -8.003, -19.654], [-0.493, -9.107, -16.743], [-0.098, -7.428, -16.392], [0.888, -8.708, -15.699], [-0.518, -12.855, -16.406], [0.420, -13.237, -15.439], [0.611, -14.619, -15.321], [2.061, -14.902, -15.005], [2.428, -14.046, -13.933], [3.578, -14.424, -13.236], [4.871, -14.411, -14.044], [5.154, -15.655, -14.662], [6.061, -15.560, -15.758], [-0.299, -13.299, -17.391], [-0.462, -11.778, -16.601], [-1.548, -13.065, -16.090], [0.302, -15.177, -16.223], [-0.088, -15.007, -14.561], [2.630, -14.741, -15.929], [2.167, -15.952, -14.696], [3.443, -15.413, -12.770], [3.823, -13.724, -12.432], [5.708, -14.202, -13.348], [4.874, -13.564, -14.755], [6.930, -14.927, -15.544], [5.507, -15.146, -16.618], [6.395, -16.556, -16.041], [5.391, -2.773, -24.223], [5.614, -3.488, -23.023], [4.527, -4.389, -22.780], [4.350, -4.611, -21.299], [5.592, -4.809, -20.663], [5.473, -5.617, -19.539], [4.652, -5.131, -18.356], [3.278, -4.927, -18.577], [2.537, -5.295, -17.457], [5.141, -3.482, -25.014], [6.292, -2.207, -24.446], [4.590, -2.043, -24.059], [4.834, -5.320, -23.264], [3.572, -4.001, -23.149], [3.753, -5.529, -21.228], [3.876, -3.787, -20.766], [6.468, -5.797, -19.141], [5.028, -6.557, -19.898], [5.112, -4.215, -17.953], [4.819, -5.960, -17.649], [2.899, -6.267, -17.084], [1.497, -5.441, -17.715], [2.705, -4.632, -16.598], [6.762, -10.600, -21.311], [5.890, -9.516, -21.211], [4.542, -9.844, -21.341], [3.647, -8.636, -21.313], [3.761, -7.685, -22.321], [3.063, -7.995, -23.484], [1.543, -7.897, -23.308], [1.238, -6.758, -22.558], [-0.143, -6.654, -22.255], [6.656, -11.147, -22.257], [6.817, -11.285, -20.456], [7.747, -10.123, -21.351], [4.190, -10.576, -20.605], [4.404, -10.305, -22.343], [3.753, -8.118, -20.355], [2.609, -9.010, -21.298], [3.384, -8.981, -23.818], [3.322, -7.187, -24.171], [1.226, -8.826, -22.788], [1.035, -7.903, -24.281], [-0.725, -6.250, -23.096], [-0.262, -5.976, -21.408], [-0.581, -7.619, -21.961]],
  "relative_energy_ev": 0.000,
  "spin_multiplicity": 1,
  "energy_ha": -3758.168464
}

---

# 2
{
  "formula": "CH4N2O2",
  "method": "wB97M-V/def2-TZVPD",
  "elements": ["H", "N", "N", "H", "O", "C", "O", "H", "H"],
  "xyz": [[-1.278, 1.312, -0.767], [-1.163, 0.452, -0.096], [-2.142, 0.292, 0.623], [-2.112, -0.664, 1.127], [1.806, 1.120, -0.669], [1.989, -0.039, -0.403], [1.244, -0.819, 0.284], [2.995, -0.449, -0.685], [0.183, -0.604, 0.396]],
  "relative_energy_ev": 1.810,
  "spin_multiplicity": 1,
  "energy_ha": -300.421142
}

---

# 3
{
  "formula": "C50H56Ge3NSSiTaTe",
  "method": "wB97M-V/def2-TZVPD",
  "elements": ["Ta", "C", "Si", "C", "C", "C", "C", "C", "C", "N", "C", "S", "H", "H", "H", "H", "H", "H", "H", "H", "H", "H", "H", "H", "Te", "C", "C", "C", "C", "C", "C", "C", "H", "H", "H", "H", "H", "H", "H", "C", "Ge", "C", "C", "C", "H", "H", "H", "H", "H", "H", "H", "H", "H", "H", "Ge", "C", "C", "C", "C", "C", "C", "C", "C", "C", "C", "C", "C", "H", "H", "H", "H", "H", "H", "H", "H", "H", "H", "H", "C", "Ge", "C", "C", "C", "C", "C", "C", "C", "C", "C", "C", "C", "C", "C", "C", "C", "C", "C", "C", "H", "H", "H", "H", "H", "H", "H", "H", "H", "H", "H", "H", "H", "H", "H", "H"],
  "xyz": [[-0.739, 0.334, 0.112], [4.806, -1.949, 0.398], [3.584, -3.370, 0.436], [3.238, -4.010, -1.296], [4.351, -4.783, 1.423], [2.002, -2.860, 1.299], [1.589, -3.432, 2.490], [0.451, -2.976, 3.159], [-0.269, -1.945, 2.598], [0.080, -1.396, 1.429], [1.194, -1.819, 0.790], [1.493, -0.900, -0.624], [5.712, -2.222, -0.151], [5.093, -1.664, 1.413], [4.356, -1.076, -0.077], [4.164, -4.348, -1.771], [2.791, -3.228, -1.913], [2.545, -4.854, -1.264], [5.274, -5.110, 0.936], [3.682, -5.646, 1.482], [4.603, -4.476, 2.442], [2.171, -4.236, 2.932], [0.137, -3.409, 4.099], [-1.144, -1.516, 3.069], [-2.433, 1.000, 1.910], [0.519, -0.716, -3.870], [-0.465, -0.191, -3.143], [-1.608, -1.037, -2.616], [-2.893, -0.390, -3.079], [-2.963, 0.860, -3.565], [-1.893, 1.839, -3.530], [-0.590, 1.293, -2.919], [1.316, -0.094, -4.266], [0.569, -1.783, -4.063], [-1.530, -2.004, -3.129], [-3.788, -1.006, -3.083], [-3.926, 1.191, -3.952], [-1.770, 2.380, -4.474], [0.272, 1.772, -3.393], [-3.126, -3.098, 1.222], [-3.270, -2.170, -0.513], [-4.902, -1.083, -0.392], [-3.660, -3.662, -1.775], [-1.564, -1.370, -1.077], [-4.032, -3.695, 1.365], [-3.051, -2.383, 2.041], [-2.262, -3.766, 1.248], [-5.724, -1.742, -0.094], [-5.149, -0.606, -1.339], [-4.785, -0.304, 0.361], [-4.579, -4.177, -1.478], [-2.839, -4.384, -1.745], [-3.774, -3.319, -2.805], [-0.874, -2.216, -0.962], [1.310, 1.361, 1.673], [1.075, 2.286, 3.422], [0.066, 3.212, 3.681], [-0.015, 3.871, 4.902], [0.911, 3.608, 5.903], [1.922, 2.684, 5.671], [1.998, 2.037, 4.441], [2.439, 2.704, 0.703], [2.754, 2.538, -0.649], [3.458, 3.503, -1.357], [3.871, 4.669, -0.727], [3.581, 4.851, 0.618], [2.876, 3.878, 1.319], [2.348, 0.273, 2.115], [-0.669, 3.430, 2.915], [-0.810, 4.590, 5.066], [0.843, 4.118, 6.858], [2.652, 2.467, 6.443], [2.798, 1.323, 4.269], [2.428, 1.639, -1.166], [3.671, 3.346, -2.409], [4.406, 5.432, -1.281], [3.890, 5.759, 1.123], [2.643, 4.051, 2.365], [-0.695, 1.749, -1.431], [-2.043, 3.241, -1.788], [-1.773, 4.338, -0.051], [-0.470, 4.717, 0.293], [-0.199, 5.588, 1.339], [-1.240, 6.113, 2.095], [-2.543, 5.757, 1.779], [-2.797, 4.892, 0.718], [-1.310, 4.754, -2.871], [0.004, 4.714, -3.342], [0.559, 5.774, -4.048], [-0.196, 6.909, -4.310], [-1.502, 6.975, -3.843], [-2.043, 5.913, -3.126], [-4.039, 3.224, -1.833], [-4.838, 2.720, -0.810], [-6.220, 2.637, -0.946], [-6.837, 3.075, -2.109], [-6.057, 3.577, -3.146], [-4.677, 3.633, -3.007], [0.219, 2.285, -1.104], [0.376, 4.340, -0.278], [0.829, 5.845, 1.569], [-1.035, 6.784, 2.922], [-3.372, 6.152, 2.359], [-3.831, 4.648, 0.494], [0.620, 3.842, -3.143], [1.588, 5.713, -4.388], [0.232, 7.739, -4.862], [-2.101, 7.861, -4.026], [-3.056, 6.002, -2.745], [-4.372, 2.368, 0.105], [-6.814, 2.218, -0.141], [-7.915, 3.014, -2.215], [-6.523, 3.910, -4.067], [-4.074, 3.981, -3.843]],
  "total_charge": -2,
  "relative_energy_ev": 0.555,
  "spin_multiplicity": 1,
  "energy_ha": -9237.154061
}

---

# 4
{
  "formula": "C13H8Cl3N3O3S",
  "method": "wB97M-V/def2-TZVPD",
  "elements": ["N", "C", "C", "N", "C", "N", "S", "O", "O", "C", "C", "C", "C", "Cl", "C", "C", "Cl", "C", "C", "O", "C", "C", "Cl", "H", "H", "H", "H", "H", "H", "H", "H"],
  "xyz": [[4.847, -1.648, -3.985], [3.784, -1.112, -3.840], [2.622, -0.324, -3.659], [1.834, -0.735, -2.614], [0.819, 0.029, -2.346], [0.033, -0.711, -1.545], [-0.246, -0.020, 0.066], [-1.348, 0.986, -0.111], [1.041, 0.575, 0.429], [-0.846, -1.431, 1.084], [-1.128, -0.898, 2.451], [-0.196, -0.513, 3.408], [-0.701, 0.114, 4.574], [0.358, 0.674, 5.682], [-2.089, 0.262, 4.767], [-3.015, -0.064, 3.832], [-4.646, 0.527, 3.959], [-2.505, -0.689, 2.646], [0.528, 1.263, -2.940], [-0.664, 1.853, -2.742], [1.375, 1.752, -3.988], [2.381, 0.848, -4.383], [3.562, 1.502, -5.426], [0.502, -1.614, -1.510], [-1.698, -1.873, 0.666], [-0.069, -2.263, 1.204], [0.790, -0.667, 3.210], [-2.332, 0.767, 5.678], [-3.140, -0.975, 1.853], [-1.064, 1.717, -1.822], [1.211, 2.667, -4.600]],
  "spin_multiplicity": 1,
  "energy_ha": -2668.865711
}

---

# 5
{
  "formula": "C15H15BrINO7P2",
  "method": "wB97M-V/def2-TZVPD",
  "elements": ["C", "P", "C", "O", "C", "O", "N", "I", "P", "O", "Br", "H", "H", "H", "H", "H", "H", "H", "C", "C", "C", "O", "C", "C", "C", "O", "H", "H", "H", "H", "C", "C", "C", "O", "C", "C", "C", "O", "H", "H", "H", "H"],
  "xyz": [[8.451, 0.849, 0.854], [8.642, 1.344, -0.896], [8.148, -0.109, -1.894], [7.570, 2.611, -1.205], [6.241, 2.693, -1.000], [5.638, 3.671, -1.319], [5.647, 1.539, -0.334], [4.613, 2.327, 1.296], [4.500, 0.783, -1.480], [5.187, -0.635, -1.859], [2.826, 0.083, -0.186], [9.344, 1.131, 1.404], [8.292, -0.230, 0.915], [7.589, 1.311, 1.340], [7.854, -0.978, -1.299], [7.381, 0.118, -2.633], [9.048, -0.389, -2.440], [5.749, -0.976, -1.149], [-1.709, 0.567, 0.779], [-2.974, 0.210, 0.982], [-3.316, -0.923, 1.880], [-4.466, -1.255, 2.070], [-2.194, -1.640, 2.542], [-0.931, -1.281, 2.337], [-0.592, -0.147, 1.440], [0.562, 0.181, 1.255], [-1.432, 1.387, 0.129], [-3.808, 0.712, 0.508], [-2.470, -2.461, 3.192], [-0.095, -1.786, 2.806], [-8.030, 0.378, -1.550], [-9.294, 0.019, -1.348], [-9.639, -1.115, -0.451], [-10.792, -1.442, -0.269], [-8.518, -1.829, 0.211], [-7.253, -1.472, 0.009], [-6.911, -0.339, -0.888], [-5.759, -0.008, -1.075], [-7.753, 1.199, -2.199], [-10.128, 0.525, -1.818], [-8.795, -2.650, 0.860], [-6.420, -1.975, 0.483]],
  "spin_multiplicity": 1,
  "energy_ha": -4716.389093
}

---

# 6
{
  "formula": "C4H6FN2",
  "method": "wB97M-V/def2-TZVPD",
  "elements": ["C", "C", "C", "C", "N", "N", "F", "H", "H", "H", "H", "H", "H"],
  "xyz": [[0.831, 0.353, -0.976], [-0.120, 0.930, -0.092], [2.575, 0.116, 0.536], [-0.589, -0.383, 0.748], [-0.566, 2.067, 0.092], [2.121, 0.045, -0.732], [3.919, -0.011, 0.463], [0.551, -0.024, -2.028], [-1.607, -0.303, 1.029], [-0.445, -1.271, 0.239], [0.312, -0.391, 1.342], [-1.262, 2.135, 0.959], [2.894, -0.146, -1.520]],
  "total_charge": 1,
  "relative_energy_ev": 5.348,
  "spin_multiplicity": 1,
  "energy_ha": -364.929620
}

---

Number 1: M 1116.57 g/mol. Number 2: M 76.05 g/mol. Number 3: M 1257.54 g/mol. Number 4: M 392.65 g/mol. Number 5: M 590.04 g/mol. Number 6: M 101.10 g/mol.